Entry 1:
The following is a quantum chemistry calculation of a molecular structure, C7H17NO3S, from the Open Molecules 2025 dataset.

Geometry as XYZ:
```
29
Properties=species:S:1:pos:R:3:lowdin_charge:R:1
S -3.24244 -0.47770 -0.72218 0.85
O -1.07524 -0.27478 1.30185 -0.31
O 2.18412 1.50368 -0.35522 -0.01
O 3.78613 1.35315 -1.90570 0.14
N -1.74208 0.39410 -0.77336 -0.39
C 3.15747 0.82158 -1.04461 -0.53
C 0.52564 0.31999 -1.78735 -0.15
C 0.92094 1.56524 -0.99940 -0.17
C -0.85417 -0.77165 2.55095 -0.45
C -2.17661 -1.19229 3.21532 -0.12
C -0.97890 0.22834 -2.04693 -0.20
C 3.42304 -0.59967 -0.61932 0.02
H 0.89726 2.41034 -1.69491 0.13
H 4.47437 -0.71166 -0.38672 0.09
H -0.19986 -1.66813 2.60998 0.09
H -1.28060 0.99782 -2.75433 0.12
H 0.20432 1.80441 -0.21815 0.12
H 0.97602 0.35952 -2.77827 0.13
H -0.37097 -0.07861 3.27289 0.09
H 0.81514 -0.61633 -1.31569 0.12
H -1.25105 -0.72954 -2.47902 0.11
H -2.85412 -0.33966 3.31731 0.06
H -1.85364 1.38878 -0.60888 0.12
H -2.67762 -1.97266 2.63623 0.06
H -1.99797 -1.59243 4.22077 0.06
H -1.14576 0.00946 0.05524 -0.04
H 3.10612 -1.25050 -1.42992 0.09
H -3.57027 -0.03710 0.50248 -0.11
H 2.80075 -0.84370 0.23695 0.09
```

Output
**HOMO energy**: -7.9 eV
**Relative energy (zero: lowest compared OMol25 entry of this formula, charge and spin)**: 50.75 kcal/mol
**E_tot**: -25999.62569 eV

***

Entry 2:
The following is a quantum chemistry calculation of a molecular structure, C26H31N5SeTl, from the Open Molecules 2025 dataset.

Geometry as XYZ:
```
64
Properties=species:S:1:pos:R:3:lowdin_charge:R:1
Tl -1.51884 0.50189 2.36414 0.84
Se -0.67734 -0.64191 -0.41036 0.50
N -0.75624 -2.00041 -2.89606 -0.02
N 2.86256 3.75889 3.88254 0.09
N 1.75076 2.16609 5.21964 0.13
N -0.73094 -0.52701 4.71004 -0.09
N 0.77836 -0.42051 -2.83096 -0.02
C 4.00726 3.45729 4.47654 -0.11
C -0.21444 -1.02161 -2.13936 -0.67
C -1.83104 -0.54381 5.46694 -0.19
C -1.02064 2.03769 -3.65836 -0.09
C -0.14164 -2.94531 -5.15786 0.00
C 0.43946 -0.32351 5.29904 -0.10
C 1.79976 3.09069 4.28544 -0.21
C 2.87886 0.90629 6.93584 -0.02
C 1.47866 1.95009 -3.13326 -0.18
C 1.74596 -1.78561 -6.13646 -0.07
C -1.82154 -2.89221 -2.50766 -0.15
C -0.58924 -0.03651 7.43154 0.01
C 0.15226 2.68139 -2.92576 -0.24
C 2.89536 1.86299 5.84004 -0.26
C 1.83716 -0.91051 -5.07096 0.00
C 0.91496 -1.05961 -4.04476 -0.14
C 4.08506 2.50309 5.47624 0.01
C 1.86836 0.11839 7.31704 -0.03
C -1.80844 -0.29681 6.82694 -0.03
C -3.09164 -2.69471 -3.34136 -0.18
C 1.63596 0.63809 -2.35986 -0.15
C 0.77486 -2.78331 -6.17926 -0.07
C 0.57516 -0.06341 6.66354 -0.20
C -0.06414 -2.06641 -4.08706 -0.13
C -3.71394 -1.30211 -3.24756 -0.24
C -4.35194 -1.02041 -1.89276 -0.10
H -1.35124 1.12969 -3.15886 0.04
H -0.86334 -3.74421 -5.18676 0.11
H 0.86496 3.33389 3.79424 0.11
H -2.96304 -0.53991 -3.47066 0.09
H -5.10004 -1.77591 -1.66236 0.08
H 1.30336 -0.38561 4.65284 0.13
H 0.28266 3.69729 -3.30306 0.11
H 0.74446 -3.45091 -7.02486 0.11
H -0.52914 0.20369 8.48404 0.13
H -2.75674 -0.77521 4.95014 0.10
H -4.48224 -1.23431 -4.02036 0.11
H 2.44956 -1.70151 -6.94876 0.11
H -3.82284 -3.43251 -3.00716 0.12
H 3.78356 0.89389 7.52624 0.11
H 4.87656 4.00389 4.13794 0.11
H 5.02056 2.26529 5.94984 0.11
H -2.85844 -2.90221 -4.38646 0.10
H 1.98596 -0.45621 8.22784 0.12
H 2.29366 2.60069 -2.81176 0.12
H -0.74644 1.79399 -4.68346 0.08
H -4.83964 -0.04871 -1.90336 0.07
H -1.45934 -3.91701 -2.63996 0.14
H 1.42086 0.79399 -1.29896 0.08
H 2.66746 0.28279 -2.45836 0.14
H -3.60864 -1.01301 -1.09846 0.02
H -2.02094 -2.72471 -1.44676 0.07
H 2.61726 -0.16831 -5.03426 0.11
H 1.60616 1.75949 -4.19966 0.10
H -0.07684 2.75219 -1.86056 0.10
H -1.86304 2.72439 -3.68916 0.08
H -2.72414 -0.30221 7.39524 0.11
```

Output
**HOMO energy**: -10.3 eV
**Charge**: +1
**E_tot**: -104950.84265 eV

***

Entry 3:
The following is a quantum chemistry calculation of C15H29NO4 in the gas phase, from the Open Molecules 2025 dataset.

Geometry as XYZ:
```
49
Properties=species:S:1:pos:R:3:lowdin_charge:R:1
O 0.20079 3.49454 -4.39319 -0.22
O 0.98780 -1.04975 -0.37116 -0.04
O 2.05707 -3.21935 -0.25833 0.07
O 3.24238 1.39252 0.71850 -0.11
N -1.65445 -0.97306 2.32990 -0.05
C 0.67883 2.62623 -5.44294 -0.14
C -0.00025 1.20074 0.37476 -0.10
C -0.78447 -1.32971 1.17398 -0.25
C -0.02326 -2.73624 1.11953 -0.03
C -3.06942 -3.17275 2.45543 -0.24
C 1.34380 3.36812 -2.09109 -0.16
C -0.29101 1.41225 -1.18793 -0.17
C 1.60341 -0.20874 1.84841 -0.09
C 3.05884 0.03103 1.22489 -0.21
C -2.04398 -2.14273 3.16546 -0.24
C 1.26331 4.02429 -3.57147 -0.23
C 1.02362 1.79588 -2.05319 -0.18
C -4.38987 -3.48031 3.34374 -0.14
C 1.14812 -2.41789 0.07088 -0.33
C 0.41350 -0.30725 0.77188 -0.33
H -3.34177 -2.90173 1.38215 0.11
H 0.99347 1.29231 -3.08427 0.10
H -2.53433 -0.53828 1.99987 0.12
H 2.29820 4.02171 -4.05152 0.12
H -2.62165 -1.70894 4.07168 0.12
H 0.74928 1.95340 0.81177 0.12
H 1.00333 5.13865 -3.39282 0.12
H -5.22246 -2.77042 3.01505 0.07
H 1.62794 -1.12015 2.55522 0.13
H 2.42653 3.53411 -1.72588 0.11
H -2.50565 -4.18341 2.39608 0.10
H 1.39788 0.69594 2.53813 0.14
H 3.38196 -0.74889 0.45743 0.12
H 3.73512 1.30150 -0.12246 0.09
H -4.17599 -3.43100 4.46711 0.07
H -4.73690 -4.55070 3.07803 0.08
H 1.81187 2.57932 -5.55699 0.09
H 1.90794 1.29645 -1.49996 0.09
H -0.99797 1.42332 0.92024 0.12
H 0.25889 2.88831 -6.48714 0.09
H 0.59512 3.92341 -1.43441 0.11
H -1.14754 -2.69577 3.63659 0.12
H -0.73521 -3.40294 0.49577 0.14
H 0.27485 1.56671 -5.21698 0.09
H 3.80390 -0.06804 2.10663 0.13
H -1.50515 -1.32928 0.28661 0.15
H -1.00031 2.31638 -1.26952 0.11
H -0.75532 0.49324 -1.68323 0.11
H 0.24917 -3.28303 2.07877 0.13
```

Output
**HOMO energy**: -9.0 eV
**Relative energy (zero: lowest compared OMol25 entry of this formula, charge and spin)**: 0.00 kcal/mol
**E_tot**: -25700.96059 eV

***

Entry 4:
The following is a quantum chemistry calculation of C4H9NOS in the gas phase, from the Open Molecules 2025 dataset.

Geometry as XYZ:
```
16
Properties=species:S:1:pos:R:3:lowdin_charge:R:1
S -1.22444 -1.45344 -0.94325 0.90
O -0.02592 -1.39487 -2.18212 -0.39
N -1.25682 -2.91366 -0.48608 -0.35
C 1.09329 1.60797 0.49491 -0.16
C 0.00823 0.80998 -0.19929 -0.34
C 0.67806 2.26771 1.59841 0.01
C -0.30350 -0.54234 0.37831 -0.35
H -0.91028 1.47518 -0.29920 0.13
H -0.91091 -0.59169 1.36019 0.12
H -1.79068 -3.51610 -1.03101 -0.05
H -0.34160 2.47024 1.61250 0.04
H 1.39983 2.68938 2.27958 0.05
H 2.10603 1.56694 0.12410 0.10
H 0.38867 0.74107 -1.22992 0.09
H 0.67557 -0.92285 0.80790 0.12
H 0.41447 -2.29351 -2.28504 0.08
```

Output
**HOMO energy**: -9.0 eV
**Relative energy (zero: lowest compared OMol25 entry of this formula, charge and spin)**: 92.28 kcal/mol
**E_tot**: -18663.52471 eV

***

Entry 5:
The following is a quantum chemistry calculation of C7H15N in the gas phase, from the Open Molecules 2025 dataset.

Geometry as XYZ:
```
23
Properties=species:S:1:pos:R:3:lowdin_charge:R:1
N 0.82959 0.74821 -0.24864 -0.07
C 0.56398 -2.00466 2.23012 -0.20
C -1.08209 0.81066 -1.97506 -0.26
C 1.37355 -3.03272 1.99110 0.00
C -1.75915 2.09070 -1.52522 -0.12
C 0.84610 -0.60662 1.81070 -0.23
C 0.08095 -0.16243 0.58432 -0.26
C 0.41915 0.78229 -1.64998 -0.25
H 0.85203 1.67803 0.14146 0.11
H -1.33924 2.94391 -2.07788 0.07
H 1.92131 -0.42460 1.67946 0.11
H 0.82741 1.71512 -2.03530 0.11
H -0.38392 -2.16798 2.74333 0.10
H -0.10235 -1.08119 0.02720 0.12
H -1.47917 2.34897 -0.49631 0.07
H 0.63615 0.14834 2.58162 0.11
H -0.87346 0.26184 0.87850 0.11
H -2.82161 2.19834 -1.65968 0.06
H 2.32440 -2.83342 1.51084 0.06
H 1.02602 -4.02364 2.23860 0.05
H 0.86618 -0.02992 -2.20431 0.10
H -1.57558 -0.03822 -1.49058 0.09
H -1.15026 0.67901 -3.05429 0.10
```

Output
**HOMO energy**: -8.6 eV
**Relative energy (zero: lowest compared OMol25 entry of this formula, charge and spin)**: 29.31 kcal/mol
**E_tot**: -8991.21872 eV

***

Entry 6:
The following is a quantum chemistry calculation of 5 unconnected molecules or ions with the total composition C35H68N4O2, from the Open Molecules 2025 dataset.

Geometry as XYZ:
```
109
Properties=species:S:1:pos:R:3:lowdin_charge:R:1
O -3.98303 -1.99037 -0.55100 0.01
O -2.38822 -6.99092 0.73798 0.04
N -0.88491 1.72573 1.26722 -0.19
N -7.39416 4.54531 -2.40761 -0.19
N 5.70955 -7.52660 -1.80472 -0.19
N 3.93199 6.03060 1.81755 -0.19
C -1.85236 -0.44258 2.06053 -0.09
C 0.55422 -2.78340 -1.37500 0.00
C 6.39660 -9.91173 -2.41274 -0.09
C 2.79450 5.29251 3.98304 -0.08
C -4.22688 -5.67205 -0.33868 0.01
C -2.69558 -5.98516 0.05681 -0.28
C -8.84160 4.66623 -2.26034 -0.27
C -6.81197 4.51466 0.07991 -0.09
C 2.53804 -4.56696 -0.95577 -0.09
C -0.05371 -5.31853 -0.48557 0.04
C -6.97569 3.23073 -2.89292 -0.25
C -0.26349 2.99001 1.65850 -0.25
C -4.67493 -4.36699 -0.69951 0.02
C -9.32462 6.08916 -2.00473 -0.09
C -0.96515 -2.40801 -1.31795 0.01
C -3.58456 -3.18150 -0.68934 -0.27
C -6.58898 5.08885 -1.31751 -0.25
C -1.72599 1.79019 0.07533 -0.24
C 2.79803 5.36969 2.45769 -0.25
C 5.35733 3.97156 1.78684 -0.09
C 7.41144 -6.56615 -3.37136 -0.09
C -1.56445 -4.95035 -0.42782 -0.04
C 0.95332 -4.23118 -0.93122 -0.19
C 7.02725 -6.91169 -1.93738 -0.27
C -7.23543 2.02373 -1.99244 -0.09
C -1.43062 0.98208 2.39917 -0.27
C 4.19393 8.14858 3.23194 -0.09
C 5.25980 -7.62232 -0.41669 -0.26
C 6.05193 -8.52571 0.52722 -0.09
C 5.24759 5.46074 2.09302 -0.27
C 5.46941 -8.71564 -2.61825 -0.25
C -1.16440 4.07052 2.25514 -0.09
C 3.91629 7.49145 1.88058 -0.25
C -1.98541 -3.48671 -0.82848 -0.04
C -3.11273 2.41226 0.22166 -0.08
H 5.25876 -6.61135 0.00701 0.10
H -3.06943 3.50115 0.21163 0.05
H 1.29947 -1.99884 -1.73100 0.10
H -1.83718 3.67948 3.02149 0.07
H 0.52285 2.76651 2.38887 0.10
H 1.86803 5.84679 2.12760 0.11
H 5.06033 7.71713 3.73795 0.07
H 0.26782 3.41183 0.79745 0.11
H 4.70660 3.37077 2.42726 0.06
H -2.28473 1.50209 2.85306 0.10
H 4.43342 -9.04481 -2.47846 0.11
H 5.83447 -9.58014 0.35443 0.06
H 2.75563 -5.63545 -1.29295 0.07
H 6.32390 -10.58365 -3.27312 0.07
H -1.84453 0.77358 -0.31569 0.09
H -1.76035 4.56793 1.48921 0.06
H 8.38073 -6.05932 -3.38148 0.07
H 3.33295 8.08239 3.89786 0.05
H -7.11132 1.10197 -2.56739 0.07
H 5.77183 -8.31230 1.56239 0.07
H -8.96183 6.48179 -1.05147 0.06
H 2.85927 -4.51574 0.15605 0.09
H -6.52552 1.97588 -1.16599 0.05
H -6.29445 3.56495 0.21235 0.05
H 3.77303 5.03541 4.39418 0.07
H -9.00844 6.76451 -2.80394 0.08
H -9.22397 4.01749 -1.46110 0.10
H 4.20842 -7.93244 -0.39951 0.11
H -2.67994 -0.47240 1.34714 0.05
H 7.03540 -5.97466 -1.37098 0.12
H 6.67813 -5.89609 -3.82759 0.08
H -2.19156 -0.94642 2.97045 0.08
H -9.31750 4.33016 -3.18737 0.12
H -0.66219 0.91120 3.17609 0.12
H -6.75462 6.17084 -1.27560 0.10
H 5.10999 3.76241 0.74286 0.08
H 2.95452 7.85705 1.50301 0.11
H 2.72676 4.35098 2.06121 0.09
H -1.18534 2.31731 -0.71936 0.12
H -1.33074 -1.36053 -1.59515 0.10
H 7.50804 -7.45673 -3.99740 0.06
H 7.44477 -9.62065 -2.31660 0.07
H 7.81513 -7.54312 -1.50597 0.10
H 5.55239 5.62773 3.13468 0.10
H -10.41765 6.10590 -1.96431 0.07
H -8.24812 2.01593 -1.58337 0.07
H 6.11596 -10.49362 -1.53548 0.05
H -5.52704 4.99448 -1.57188 0.11
H 2.46332 6.22764 4.43350 0.06
H 4.39956 9.21288 3.08839 0.07
H 5.51303 -8.42345 -3.67296 0.10
H 0.27713 -6.37339 -0.20130 0.11
H -0.55019 4.84291 2.72683 0.06
H -5.90818 3.26187 -3.13954 0.11
H 6.38270 3.63350 1.96281 0.07
H -3.62390 2.09237 1.13216 0.07
H 2.09196 4.51939 4.30914 0.07
H 7.13041 -8.37400 0.44610 0.07
H -5.76745 -4.14843 -0.97904 0.13
H 3.15084 -3.76727 -1.49008 0.08
H -7.86916 4.37065 0.31305 0.07
H -7.47763 3.05068 -3.85042 0.11
H 5.98804 5.96984 1.46746 0.12
H -4.93618 -6.56269 -0.32018 0.12
H 4.65707 7.86657 1.16534 0.11
H -1.02077 -1.02257 1.65126 0.07
H -3.73948 2.11373 -0.62444 0.07
H -6.40554 5.20238 0.82769 0.07
```

Output
**HOMO energy**: -8.0 eV
**E_tot**: -47446.30156 eV